# 1
{"formula": "C63H68N2O6P2", "method": "wB97M-V/def2-TZVPD", "elements": ["C", "C", "O", "C", "C", "O", "C", "C", "C", "P", "O", "C", "C", "C", "C", "N", "C", "C", "C", "O", "N", "P", "O", "C", "O", "H", "H", "H", "H", "H", "H", "H", "H", "H", "H", "H", "H", "H", "H", "H", "H", "H", "H", "H", "H", "C", "C", "C", "C", "C", "C", "H", "H", "H", "H", "H", "H", "C", "C", "C", "C", "C", "C", "H", "H", "H", "H", "H", "H", "C", "C", "C", "C", "C", "C", "H", "H", "H", "H", "H", "H", "C", "C", "C", "C", "C", "C", "H", "H", "H", "H", "H", "H", "C", "C", "C", "C", "C", "C", "H", "H", "H", "H", "H", "H", "C", "C", "C", "C", "C", "C", "H", "H", "H", "H", "H", "H", "C", "C", "C", "C", "C", "C", "H", "H", "H", "H", "H", "H", "C", "C", "C", "C", "C", "C", "H", "H", "H", "H", "H", "H"], "xyz": [[-2.179, 1.816, 4.130], [-3.393, 0.890, 4.047], [-2.998, -0.460, 3.940], [-3.877, -1.191, 3.112], [-3.504, -2.661, 3.069], [-3.450, -3.245, 4.362], [-2.409, -4.185, 4.528], [-1.415, -3.608, 5.536], [-1.610, -3.714, 6.914], [-3.033, -4.579, 7.676], [-2.754, -4.812, 9.118], [-0.738, -3.164, 7.815], [0.385, -2.469, 7.379], [1.323, -1.816, 8.387], [0.625, -0.533, 8.866], [0.342, 0.322, 7.979], [0.617, -2.379, 6.039], [-0.290, -2.956, 5.124], [0.265, -2.680, 3.730], [-0.256, -2.606, 2.654], [1.680, -2.440, 3.971], [2.569, -3.910, 4.159], [2.822, -4.609, 2.889], [1.746, -1.722, 5.250], [2.494, -0.826, 5.511], [-2.435, 2.861, 3.932], [-1.752, 1.782, 5.139], [-1.403, 1.505, 3.424], [-4.022, 1.205, 3.200], [-3.999, 1.068, 4.950], [-4.913, -1.086, 3.471], [-3.803, -0.817, 2.078], [-2.581, -2.755, 2.488], [-4.288, -3.187, 2.500], [-1.862, -4.424, 3.612], [-2.803, -5.116, 4.957], [-3.226, -5.795, 6.977], [-4.191, -3.765, 7.617], [-0.921, -3.250, 8.882], [1.470, -2.535, 9.198], [2.260, -1.565, 7.889], [0.354, -0.396, 9.920], [-0.142, 1.118, 8.394], [1.828, -4.774, 5.005], [3.790, -3.616, 4.809], [0.776, 2.880, 1.478], [1.622, 3.970, 1.632], [1.304, 5.186, 1.042], [0.134, 5.314, 0.305], [-0.713, 4.225, 0.153], [-0.391, 3.007, 0.736], [1.027, 1.931, 1.935], [2.532, 3.871, 2.213], [1.968, 6.034, 1.156], [-0.116, 6.263, -0.152], [-1.626, 4.325, -0.422], [-1.049, 2.156, 0.612], [1.463, 0.196, -3.330], [1.713, 1.018, -2.239], [1.255, 2.328, -2.236], [0.538, 2.815, -3.321], [0.285, 1.992, -4.410], [0.751, 0.684, -4.417], [1.824, -0.825, -3.333], [2.266, 0.636, -1.390], [1.455, 2.970, -1.387], [0.176, 3.836, -3.316], [-0.276, 2.372, -5.256], [0.559, 0.044, -5.270], [0.878, 1.918, -8.283], [-0.323, 1.224, -8.332], [-0.994, 1.081, -9.539], [-0.458, 1.626, -10.699], [0.744, 2.318, -10.650], [1.410, 2.467, -9.441], [1.399, 2.032, -7.340], [-0.738, 0.793, -7.429], [-1.934, 0.545, -9.576], [-0.979, 1.511, -11.642], [1.162, 2.741, -11.555], [2.346, 3.011, -9.402], [6.333, 4.980, 1.328], [7.179, 6.070, 1.481], [6.861, 7.285, 0.891], [5.691, 7.413, 0.155], [4.843, 6.324, 0.004], [5.166, 5.106, 0.587], [6.583, 4.031, 1.786], [8.089, 5.972, 2.061], [7.525, 8.133, 1.005], [5.439, 8.362, -0.302], [3.929, 6.425, -0.569], [4.506, 4.256, 0.465], [-1.261, -8.768, 8.347], [-2.609, -8.510, 8.559], [-3.572, -9.311, 7.961], [-3.188, -10.377, 7.158], [-1.840, -10.637, 6.949], [-0.877, -9.830, 7.539], [-0.511, -8.140, 8.811], [-2.908, -7.681, 9.191], [-4.624, -9.106, 8.122], [-3.939, -11.005, 6.695], [-1.540, -11.469, 6.324], [0.174, -10.030, 7.371], [-4.298, 1.072, -11.539], [-5.603, 1.428, -11.229], [-6.664, 0.785, -11.851], [-6.421, -0.220, -12.777], [-5.115, -0.579, -13.084], [-4.054, 0.069, -12.468], [-3.470, 1.576, -11.057], [-5.793, 2.208, -10.503], [-7.683, 1.068, -11.614], [-7.249, -0.725, -13.259], [-4.925, -1.365, -13.805], [-3.035, -0.207, -12.712], [6.275, 9.616, -3.822], [5.778, 10.219, -4.969], [4.821, 9.570, -5.737], [4.354, 8.320, -5.352], [4.848, 7.718, -4.203], [5.811, 8.364, -3.440], [7.024, 10.122, -3.225], [6.138, 11.197, -5.266], [4.439, 10.037, -6.635], [3.604, 7.815, -5.948], [4.483, 6.744, -3.902], [6.200, 7.892, -2.547], [-0.346, -6.190, -1.188], [-1.603, -6.779, -1.146], [-2.522, -6.387, -0.184], [-2.187, -5.397, 0.731], [-0.931, -4.804, 0.689], [-0.010, -5.205, -0.270], [0.372, -6.500, -1.937], [-1.866, -7.546, -1.865], [-3.500, -6.851, -0.148], [-2.908, -5.089, 1.479], [-0.663, -4.028, 1.402], [0.971, -4.748, -0.300]], "homo_energy_ev": -9.116, "total_energy_ha": -3685.03379, "homo_lumo_gap_ev": 8.016, "charge": 0, "smiles": "[H]/N=C/Cc1cc([PH2]=O)c(COCCOCC)c2c1C(=O)N([PH2]=O)C2=O.c1ccccc1.c1ccccc1.c1ccccc1.c1ccccc1.c1ccccc1.c1ccccc1.c1ccccc1.c1ccccc1"}

# 2
{"formula": "C63H74BCaF4N12S4", "method": "wB97M-V/def2-TZVPD", "elements": ["Ca", "C", "C", "C", "C", "N", "N", "B", "N", "N", "C", "C", "C", "C", "C", "S", "C", "C", "C", "C", "N", "N", "C", "C", "C", "C", "C", "S", "C", "C", "C", "C", "C", "S", "C", "C", "C", "C", "H", "H", "H", "H", "H", "H", "H", "H", "H", "H", "H", "H", "H", "H", "H", "H", "H", "H", "H", "H", "H", "H", "H", "H", "H", "H", "H", "H", "H", "H", "H", "H", "H", "H", "H", "H", "H", "H", "H", "C", "C", "C", "C", "C", "C", "C", "C", "C", "C", "C", "C", "C", "C", "C", "C", "C", "H", "H", "H", "H", "H", "H", "H", "H", "H", "H", "H", "H", "H", "H", "H", "H", "H", "H", "H", "H", "H", "H", "H", "H", "H", "H", "H", "H", "H", "N", "C", "N", "C", "C", "C", "C", "C", "C", "S", "H", "H", "H", "H", "H", "H", "F", "C", "C", "F", "C", "C", "C", "F", "C", "C", "C", "N", "C", "N", "F", "C", "C", "N", "C", "N"], "xyz": [[0.734, 0.768, -0.279], [-3.104, -2.733, -2.581], [-3.006, -2.946, -1.102], [-3.575, -4.005, -0.484], [-3.421, -4.213, 0.917], [-2.684, -3.411, 1.614], [-2.156, -2.327, 1.001], [-1.553, -1.556, 2.132], [-0.402, -2.301, 2.772], [-0.686, -2.796, 4.002], [0.117, -3.682, 4.499], [1.292, -4.093, 3.796], [1.583, -3.600, 2.572], [2.811, -3.984, 1.811], [0.661, -2.651, 2.011], [0.810, -2.062, 0.438], [-0.199, -4.266, 5.873], [-0.005, -5.790, 5.842], [0.776, -3.651, 6.890], [-1.643, -3.965, 6.285], [-2.257, -0.502, 2.838], [-1.614, -0.110, 4.031], [-2.271, 0.619, 4.870], [-3.537, 1.212, 4.533], [-4.147, 0.943, 3.375], [-5.446, 1.595, 3.025], [-3.576, -0.082, 2.509], [-4.532, -0.727, 1.342], [-1.746, 0.769, 6.315], [-1.581, -0.658, 6.852], [-2.749, 1.509, 7.206], [-0.428, 1.531, 6.409], [-2.299, -1.993, -0.289], [-1.774, -0.521, -0.913], [-4.120, -5.359, 1.627], [-5.633, -5.187, 1.406], [-3.823, -5.335, 3.126], [-3.650, -6.693, 1.034], [-3.727, -3.497, -3.047], [-2.104, -2.766, -3.023], [-3.511, -1.746, -2.802], [-4.134, -4.729, -1.066], [1.971, -4.797, 4.266], [3.461, -4.611, 2.421], [3.355, -3.089, 1.498], [2.545, -4.525, 0.900], [1.048, -6.081, 5.799], [-0.523, -6.238, 4.990], [-0.423, -6.222, 6.754], [1.818, -3.794, 6.587], [0.643, -4.126, 7.866], [0.593, -2.581, 7.009], [-2.348, -4.504, 5.648], [-1.872, -2.903, 6.211], [-1.796, -4.288, 7.317], [-3.997, 1.907, 5.219], [-5.600, 2.477, 3.648], [-6.275, 0.900, 3.185], [-5.474, 1.873, 1.973], [-2.531, -1.199, 6.817], [-1.242, -0.633, 7.891], [-0.860, -1.208, 6.245], [-3.722, 1.012, 7.245], [-2.889, 2.546, 6.889], [-2.352, 1.529, 8.223], [0.286, 1.219, 5.662], [0.008, 1.383, 7.402], [-0.601, 2.594, 6.277], [-5.961, -4.194, 1.725], [-6.175, -5.932, 1.991], [-5.911, -5.320, 0.356], [-4.138, -4.392, 3.579], [-2.753, -5.454, 3.315], [-4.359, -6.153, 3.612], [-3.850, -6.759, -0.039], [-4.176, -7.517, 1.520], [-2.577, -6.832, 1.193], [-0.820, 3.698, 0.300], [0.541, 3.857, 0.658], [1.327, 3.457, -0.467], [0.370, 3.034, -1.465], [-0.945, 3.239, -1.017], [-2.230, 3.236, -1.838], [-2.629, 4.702, -2.074], [-2.022, 2.560, -3.192], [-3.399, 2.558, -1.107], [2.739, 3.916, -0.916], [3.163, 3.228, -2.223], [2.662, 5.424, -1.232], [3.888, 3.686, 0.074], [0.950, 4.262, 2.079], [-0.297, 4.420, 2.955], [1.668, 5.620, 2.150], [1.808, 3.162, 2.727], [-1.665, 3.932, 0.939], [0.619, 2.843, -2.504], [-1.819, 5.253, -2.559], [-2.852, 5.194, -1.124], [-3.521, 4.761, -2.709], [-1.288, 3.100, -3.798], [-2.965, 2.538, -3.748], [-1.680, 1.526, -3.065], [-3.500, 2.956, -0.093], [-3.261, 1.484, -1.036], [-4.340, 2.745, -1.639], [2.517, 3.505, -3.059], [3.170, 2.140, -2.128], [4.178, 3.542, -2.479], [1.913, 5.603, -2.008], [3.631, 5.795, -1.591], [2.376, 6.000, -0.353], [3.987, 2.631, 0.325], [3.777, 4.250, 0.993], [4.832, 4.006, -0.382], [-0.943, 5.222, 2.590], [0.010, 4.679, 3.971], [-0.877, 3.495, 2.991], [1.113, 6.370, 1.583], [2.685, 5.595, 1.768], [1.722, 5.956, 3.190], [1.214, 2.244, 2.830], [2.135, 3.467, 3.728], [2.693, 2.927, 2.143], [2.299, -0.585, 3.958], [3.295, -0.320, 3.076], [3.132, -0.137, 1.806], [4.385, -0.003, 1.189], [4.609, 0.088, -0.180], [5.901, 0.218, -0.658], [6.985, 0.254, 0.217], [6.789, 0.122, 1.583], [5.490, -0.022, 2.046], [4.941, -0.261, 3.679], [1.354, -0.302, 3.738], [2.531, -0.614, 4.935], [3.771, 0.044, -0.857], [6.072, 0.290, -1.726], [7.989, 0.365, -0.171], [7.628, 0.121, 2.268], [3.294, -2.404, -6.673], [2.014, -2.122, -6.533], [1.182, -2.406, -7.538], [1.672, -2.953, -8.626], [-0.253, -2.159, -7.461], [-0.700, -1.530, -6.224], [0.143, -1.219, -5.236], [-0.341, -0.636, -4.153], [1.564, -1.509, -5.295], [2.418, -1.225, -4.276], [2.014, -0.562, -3.063], [1.806, 0.068, -2.131], [3.820, -1.550, -4.284], [4.938, -1.799, -4.186], [-1.973, -1.243, -6.077], [-1.106, -2.506, -8.450], [-0.679, -3.066, -9.707], [-0.415, -3.500, -10.738], [-2.539, -2.379, -8.331], [-3.684, -2.351, -8.261]], "homo_energy_ev": -8.769, "total_energy_ha": -5796.64444, "homo_lumo_gap_ev": 3.238, "charge": 1}

# 3
{"formula": "C63H75N13O21", "method": "wB97M-V/def2-TZVPD", "elements": ["C", "C", "C", "C", "C", "C", "N", "O", "O", "H", "H", "H", "H", "H", "C", "C", "C", "C", "C", "C", "N", "O", "O", "H", "H", "H", "H", "H", "C", "C", "C", "C", "C", "C", "N", "O", "O", "H", "H", "H", "H", "H", "C", "C", "C", "C", "C", "C", "N", "O", "O", "H", "H", "H", "H", "H", "C", "C", "C", "C", "C", "C", "N", "O", "O", "H", "H", "H", "H", "H", "C", "C", "C", "C", "C", "C", "N", "O", "O", "H", "H", "H", "H", "H", "C", "C", "C", "C", "C", "C", "N", "O", "O", "H", "H", "H", "H", "H", "C", "C", "C", "C", "C", "C", "N", "O", "O", "H", "H", "H", "H", "H", "C", "C", "O", "N", "C", "H", "H", "H", "H", "H", "H", "H", "C", "C", "O", "N", "C", "H", "H", "H", "H", "H", "H", "H", "C", "C", "O", "N", "C", "H", "H", "H", "H", "H", "H", "H", "C", "C", "O", "N", "C", "H", "H", "H", "H", "H", "H", "H", "C", "C", "O", "N", "C", "H", "H", "H", "H", "H", "H", "H"], "xyz": [[-6.679, 3.177, -0.724], [-5.309, 3.135, -0.851], [-4.702, 2.885, -2.072], [-5.540, 2.687, -3.145], [-6.892, 2.728, -3.099], [-7.453, 2.983, -1.876], [-4.876, 2.384, -4.457], [-5.504, 2.569, -5.474], [-3.716, 2.025, -4.432], [-7.077, 3.643, 0.185], [-4.718, 3.269, 0.035], [-3.647, 2.626, -2.191], [-7.473, 2.466, -3.949], [-8.521, 3.027, -1.782], [0.826, -3.356, 1.685], [0.345, -2.105, 2.120], [-0.353, -2.027, 3.339], [-0.447, -3.168, 4.126], [0.049, -4.392, 3.737], [0.566, -4.469, 2.455], [-1.170, -3.113, 5.404], [-1.188, -4.145, 6.044], [-1.681, -2.052, 5.686], [1.429, -3.456, 0.766], [0.548, -1.295, 1.463], [-0.803, -1.144, 3.711], [-0.088, -5.218, 4.464], [0.811, -5.410, 2.008], [1.614, -5.179, -2.659], [2.636, -4.596, -1.894], [3.151, -5.255, -0.843], [2.631, -6.525, -0.557], [1.499, -7.076, -1.206], [0.998, -6.377, -2.297], [3.199, -7.312, 0.543], [2.586, -8.284, 0.980], [4.344, -6.968, 0.821], [1.247, -4.773, -3.598], [3.121, -3.637, -2.102], [4.005, -4.864, -0.346], [1.108, -8.028, -0.849], [0.234, -6.783, -2.984], [0.995, 1.132, 3.834], [-0.272, 1.380, 4.381], [-1.308, 1.754, 3.560], [-1.060, 1.930, 2.180], [0.216, 1.755, 1.678], [1.238, 1.297, 2.485], [-2.163, 2.393, 1.384], [-3.235, 2.435, 1.958], [-1.961, 2.649, 0.215], [1.761, 0.677, 4.495], [-0.403, 1.308, 5.448], [-2.289, 1.991, 3.910], [0.399, 1.994, 0.628], [2.216, 1.192, 2.027], [4.763, -3.128, 2.066], [4.170, -2.086, 2.829], [3.652, -2.430, 4.032], [3.615, -3.759, 4.403], [4.152, -4.789, 3.652], [4.753, -4.444, 2.467], [3.087, -4.204, 5.691], [3.334, -5.322, 6.060], [2.473, -3.383, 6.369], [5.171, -2.751, 1.133], [4.021, -1.078, 2.467], [3.298, -1.756, 4.806], [4.039, -5.777, 4.007], [5.163, -5.246, 1.840], [4.959, 2.951, 1.662], [4.014, 3.899, 1.955], [3.456, 3.896, 3.239], [3.819, 2.895, 4.120], [4.735, 1.906, 3.794], [5.357, 1.961, 2.564], [3.188, 2.812, 5.418], [2.394, 3.687, 5.707], [3.489, 1.878, 6.149], [5.328, 2.875, 0.645], [3.706, 4.677, 1.262], [2.725, 4.641, 3.530], [5.039, 1.166, 4.497], [6.171, 1.271, 2.316], [-0.083, 1.908, -2.200], [-0.398, 0.614, -1.880], [0.618, -0.169, -1.236], [1.849, 0.412, -1.086], [2.106, 1.751, -1.278], [1.151, 2.458, -1.916], [2.848, -0.367, -0.389], [3.723, 0.234, 0.194], [2.721, -1.550, -0.345], [-0.813, 2.574, -2.639], [-1.371, 0.199, -2.015], [0.406, -1.157, -0.840], [3.034, 2.132, -0.802], [1.309, 3.549, -2.112], [-2.960, -6.885, 0.534], [-2.819, -6.866, -0.836], [-2.445, -5.686, -1.415], [-2.013, -4.697, -0.597], [-2.140, -4.685, 0.789], [-2.599, -5.807, 1.378], [-1.648, -3.380, -1.271], [-1.606, -2.410, -0.551], [-1.401, -3.458, -2.439], [-3.317, -7.819, 0.976], [-3.131, -7.763, -1.470], [-2.480, -5.427, -2.486], [-1.746, -3.785, 1.308], [-2.678, -5.942, 2.439], [1.947, 7.570, -2.349], [0.759, 6.815, -1.756], [-0.335, 6.824, -2.302], [1.064, 6.181, -0.587], [0.086, 5.381, 0.140], [2.129, 7.423, -3.431], [2.889, 7.367, -1.809], [1.779, 8.630, -2.153], [2.058, 6.034, -0.381], [-0.418, 6.063, 0.875], [0.538, 4.554, 0.664], [-0.723, 4.960, -0.443], [-3.539, -0.610, 1.320], [-4.288, -1.921, 1.587], [-5.001, -2.416, 0.704], [-4.113, -2.492, 2.780], [-4.821, -3.706, 3.164], [-4.235, 0.242, 1.406], [-3.284, -0.673, 0.263], [-2.691, -0.502, 1.994], [-3.476, -2.099, 3.428], [-5.081, -4.216, 2.208], [-5.768, -3.557, 3.771], [-4.102, -4.344, 3.732], [-1.887, 4.886, -4.110], [-0.507, 4.741, -4.710], [0.464, 4.323, -4.098], [-0.357, 5.058, -6.013], [0.931, 4.964, -6.699], [-1.996, 5.557, -3.253], [-2.157, 3.891, -3.789], [-2.510, 5.231, -4.921], [-1.125, 5.271, -6.639], [1.536, 4.145, -6.269], [1.485, 5.888, -6.656], [0.674, 4.895, -7.773], [-3.796, -1.190, -2.804], [-4.198, -2.599, -3.108], [-4.033, -3.118, -4.217], [-4.750, -3.224, -2.035], [-5.270, -4.559, -2.218], [-4.390, -0.762, -2.013], [-3.745, -0.565, -3.683], [-2.819, -1.205, -2.361], [-4.857, -2.679, -1.174], [-4.754, -5.026, -3.035], [-6.370, -4.488, -2.410], [-5.206, -5.071, -1.257], [6.001, 6.185, -1.322], [4.802, 5.384, -1.669], [3.891, 5.026, -0.863], [4.701, 5.094, -2.967], [3.540, 4.333, -3.526], [6.662, 6.430, -2.121], [6.522, 5.722, -0.483], [5.659, 7.127, -0.915], [5.372, 5.529, -3.594], [3.437, 3.322, -3.126], [3.582, 4.293, -4.628], [2.658, 4.854, -3.231]], "homo_energy_ev": -8.986, "total_energy_ha": -4736.86823, "homo_lumo_gap_ev": 7.963, "charge": 0}